Arrangement a

Molecular formula: C6H16N
Method: DFT, ωB97M-V with the def2-TZVPD basis set

- Net charge: +1

Element x y z (Å)
C 0.426 1.132 1.316
C 0.460 -0.138 1.713
C 1.657 -1.046 1.656
C -0.784 2.016 1.351
H 1.346 1.625 1.004
H -0.442 -0.549 2.160
H 2.275 -0.889 2.546
H 1.339 -2.089 1.682
H 2.273 -0.868 0.779
H -1.700 1.452 1.528
H -0.881 2.553 0.403
H -0.700 2.779 2.124
C -0.955 -1.706 -1.495
N -0.783 -0.243 -1.241
C 0.220 0.395 -2.147
H -1.693 -2.106 -0.806
H -1.277 -1.850 -2.516
H 0.006 -2.192 -1.363
H -0.448 -0.112 -0.264
H -1.687 0.225 -1.349
H 1.172 -0.098 -1.995
H 0.276 1.452 -1.913
H -0.101 0.257 -3.174



Arrangement b

Molecular formula: C6H16N
Method: DFT, ωB97M-V with the def2-TZVPD basis set

- Net charge: +1

Element x y z (Å)
C 2.231 -0.427 0.690
C 1.565 -0.226 -0.642
C 0.658 0.822 -0.799
C 0.109 -0.951 -0.748
C -1.001 -0.819 -1.874
C -2.280 -0.129 -1.378
N -0.502 1.524 3.262
H 2.841 -1.334 0.687
H 2.895 0.385 0.952
H 1.474 -0.564 1.482
H 2.156 -0.535 -1.495
H 0.186 1.287 0.054
H 0.496 1.179 -1.800
H -0.358 -0.888 0.236
H 0.358 -2.012 -0.760
H -0.613 -0.262 -2.719
H -1.168 -1.827 -2.235
H -2.317 0.906 -1.721
H -2.379 -0.141 -0.295
H -3.146 -0.619 -1.802
H 0.489 1.376 3.411
H -0.706 2.425 3.677
H -0.989 0.828 3.816



What is the stability order? It is arrangement a, arrangement b, from most stable to least stable.



Arrangement a

Molecular formula: C6H16N
Method: DFT, ωB97M-V with the def2-TZVPD basis set

- Net charge: +1

Element x y z (Å)
C 1.134 -1.671 -0.991
C 0.996 -0.239 -1.370
C 1.427 0.778 -0.618
C 0.242 0.013 -2.652
H 0.164 -2.187 -0.985
H 1.543 -1.835 0.009
H 1.734 -2.234 -1.706
H 1.434 1.803 -0.967
H 2.006 0.600 0.284
H 0.136 1.062 -2.906
H -0.773 -0.387 -2.575
H 0.688 -0.497 -3.505
C -1.998 0.986 1.085
N -0.903 -0.017 1.282
C -0.038 0.218 2.465
H -2.503 0.732 0.159
H -2.690 0.934 1.919
H -1.498 1.950 1.036
H -0.283 -0.004 0.436
H -1.294 -0.943 1.339
H 0.437 1.191 2.346
H 0.733 -0.534 2.584
H -0.696 0.281 3.330



Arrangement b

Molecular formula: C6H16N
Method: DFT, ωB97M-V with the def2-TZVPD basis set

- Net charge: +1

Element x y z (Å)
C -1.448 -0.099 2.322
C -1.776 -0.283 0.883
C -2.815 0.100 0.173
N -0.723 -1.074 0.165
H -2.237 0.462 2.814
H -1.346 -1.057 2.835
H -0.521 0.465 2.445
H -2.927 -0.180 -0.868
H -3.593 0.694 0.628
H -0.536 -1.960 0.640
H 0.156 -0.534 0.132
H -0.988 -1.273 -0.801
C 1.600 -0.353 -2.066
C 1.342 0.907 -1.233
C 2.036 0.846 0.133
H 2.632 -0.362 -2.408
H 0.945 -0.427 -2.933
H 1.476 -1.265 -1.470
H 0.276 1.130 -1.110
H 1.748 1.766 -1.764
H 1.776 1.709 0.746
H 1.804 -0.054 0.720
H 3.118 0.841 0.018



What is the stability order? It is arrangement a, arrangement b, from most stable to least stable.



Arrangement a

Molecular formula: C2HN4
Method: DFT, ωB97M-V with the def2-TZVPD basis set

- Net charge: +1
- Structure (SMILES): N#C[C@@]12N=[N+]1N2

Element x y z (Å)
N 0.098 0.639 2.543
C -0.020 0.237 1.476
C -0.115 -0.399 0.236
N -1.152 -0.944 -0.446
N -0.662 -0.173 -1.341
N 0.625 -0.066 -1.084
H 1.227 0.705 -1.385



Arrangement b

Molecular formula: C2HN4
Method: DFT, ωB97M-V with the def2-TZVPD basis set

- Net charge: +1

Element x y z (Å)
C -1.787 -0.171 -0.280
C -0.641 0.513 -0.438
N -2.658 -0.904 -0.167
N 0.397 1.033 -0.543
N 1.739 -1.535 1.466
N 1.962 -0.754 0.730
H 0.989 1.818 -0.768



What is the stability order? It is arrangement b, arrangement a, from most stable to least stable.



Arrangement a

Molecular formula: C6H11N4
Method: DFT, ωB97M-V with the def2-TZVPD basis set

- Net charge: +1

Element x y z (Å)
C 0.220 -1.992 1.819
C 1.465 -1.727 1.226
C -0.732 -1.239 1.160
C -0.380 0.062 -1.095
C 0.096 1.558 -2.809
C 1.011 2.002 -0.574
N 1.223 -0.778 0.306
N -0.055 -0.508 0.267
N -2.063 -1.276 1.770
N 0.138 1.196 -1.356
H 0.086 -2.863 2.543
H 2.320 -2.410 1.328
H -2.046 -2.125 2.410
H 1.046 1.767 -3.350
H -0.552 2.389 -2.873
H -0.344 0.661 -3.372
H 0.635 2.983 -0.493
H 1.962 2.281 -0.989
H 1.171 1.814 0.465
H -2.872 -1.403 1.161
H -2.330 -0.393 2.455



Arrangement b

Molecular formula: C6H11N4
Method: DFT, ωB97M-V with the def2-TZVPD basis set

- Net charge: +1
- Structure (SMILES): [H]/N=C(\N)C/[N+](C)=C(/C)C#N

Element x y z (Å)
H -1.272 -0.077 -2.378
N -0.702 0.286 -1.609
C -0.665 1.350 -0.946
N -1.625 2.308 -0.934
C 0.441 1.426 0.084
N 0.875 0.107 0.400
C 0.506 -0.440 1.728
C 0.817 -0.726 -0.662
C 0.622 -2.216 -0.536
C 1.542 -0.399 -1.849
N 2.059 -0.315 -2.914
H -1.386 3.277 -0.819
H -2.247 2.254 -1.683
H 1.279 2.109 -0.250
H 0.202 2.161 0.897
H 1.131 -1.357 1.941
H 0.742 0.276 2.520
H -0.480 -0.928 2.103
H 1.495 -2.640 0.008
H 0.708 -2.819 -1.463
H -0.339 -2.471 0.045



Arrangement c

Molecular formula: C6H11N4
Method: DFT, ωB97M-V with the def2-TZVPD basis set

- Net charge: +1
- Structure (SMILES): NC1=NN[N+]2=CCCC[C@H]12

Element x y z (Å)
N 2.426 -2.178 -0.568
C 1.642 -1.251 -1.054
N 2.048 -0.447 -1.996
N 1.112 0.428 -2.305
N 0.068 0.408 -1.401
C -0.627 1.421 -1.026
C -1.588 1.351 0.092
C -1.036 0.334 1.220
C 0.234 -0.305 0.905
C 0.198 -0.779 -0.524
H 2.134 -2.910 0.164
H 3.208 -2.454 -1.219
H 1.436 1.148 -2.958
H -0.890 2.313 -1.598
H -1.461 2.330 0.573
H -2.570 1.046 -0.245
H -0.877 0.935 2.061
H -1.798 -0.373 1.338
H 1.248 0.237 0.926
H 0.194 -1.243 1.613
H -0.703 -1.460 -0.696



What is the stability order? It is arrangement b, arrangement c, arrangement a, from most stable to least stable.



Arrangement a

Molecular formula: C12H28N4O4
Method: DFT, ωB97M-V with the def2-TZVPD basis set

- Structure (SMILES): CN(C)C=O.CN(C)C=O.CN(C)C=O.CN(C)C=O

Element x y z (Å)
C 1.626 1.991 -3.753
N 2.358 0.812 -3.202
C 3.676 0.460 -3.786
C 1.913 0.266 -2.085
O 2.583 -0.459 -1.308
H 1.627 2.019 -4.843
H 1.916 2.941 -3.305
H 0.577 1.908 -3.470
H 3.385 0.349 -4.830
H 4.343 1.297 -3.577
H 3.881 -0.510 -3.331
H 0.936 0.631 -1.732
C 0.179 0.814 5.481
N -0.901 1.222 4.602
C -1.377 0.116 3.657
C -1.371 2.496 4.648
O -2.312 2.752 3.897
H 0.013 -0.217 5.792
H -0.042 1.346 6.406
H 1.172 1.003 5.073
H -0.764 -0.778 3.776
H -2.307 -0.222 4.113
H -1.562 0.310 2.601
H -0.836 3.121 5.380
C -3.001 -0.028 -0.611
N -2.210 0.828 0.232
C -2.920 1.487 1.289
C -0.922 1.176 -0.124
O -0.200 0.679 -1.042
H -3.674 -0.618 0.012
H -2.271 -0.716 -1.038
H -3.560 0.605 -1.299
H -2.897 2.513 0.921
H -3.982 1.256 1.371
H -2.477 1.296 2.266
H -0.381 1.785 0.617
C 0.209 -1.577 -1.765
N 0.912 -2.837 -1.396
C 0.264 -4.073 -1.722
C 2.242 -2.790 -1.047
O 3.066 -3.696 -0.745
H -0.843 -1.482 -1.499
H 0.294 -1.401 -2.837
H 0.515 -0.755 -1.117
H 0.890 -4.846 -2.169
H -0.037 -4.573 -0.802
H -0.508 -4.059 -2.491
H 2.779 -1.841 -1.204



Arrangement b

Molecular formula: C12H28N4O4
Method: DFT, ωB97M-V with the def2-TZVPD basis set

- Structure (SMILES): CNC(C)=O.CNC(C)=O.CNC(C)=O.CNC(C)=O

Element x y z (Å)
C 2.636 3.144 -3.485
N 1.208 2.921 -3.569
C 0.478 3.359 -4.614
C -0.952 2.872 -4.649
O 0.953 4.054 -5.510
H 2.996 3.540 -4.431
H 3.142 2.226 -3.193
H 2.862 3.907 -2.732
H 0.841 2.252 -2.904
H -1.659 3.695 -4.571
H -1.142 2.224 -3.787
H -1.123 2.297 -5.554
C 0.894 -1.276 2.208
N 2.079 -0.689 2.791
C 2.872 0.217 2.142
C 4.067 0.701 2.938
O 2.590 0.700 1.066
H -0.031 -0.832 2.586
H 0.859 -2.311 2.554
H 0.864 -1.254 1.123
H 2.539 -1.267 3.473
H 3.737 1.143 3.879
H 4.503 1.529 2.386
H 4.788 -0.101 3.087
C 1.690 -0.566 -2.071
N 0.369 -0.836 -1.558
C -0.516 0.150 -1.313
C -1.837 -0.335 -0.764
O -0.274 1.330 -1.515
H 2.211 -1.474 -2.347
H 2.291 -0.031 -1.321
H 1.630 0.176 -2.868
H 0.198 -1.755 -1.192
H -2.508 0.499 -0.562
H -1.691 -0.861 0.180
H -2.359 -0.959 -1.492
C -4.016 -2.150 1.222
N -3.816 -2.184 2.659
C -2.667 -2.664 3.219
C -2.569 -2.499 4.710
O -1.811 -3.243 2.574
H -5.049 -2.398 0.971
H -3.366 -2.836 0.696
H -3.869 -1.113 0.915
H -4.490 -1.781 3.282
H -1.746 -1.852 5.011
H -2.309 -3.472 5.139
H -3.500 -2.199 5.189



What is the stability order? It is arrangement b, arrangement a, from most stable to least stable.



Arrangement a

Molecular formula: C5H5Cl2N
Method: DFT, ωB97M-V with the def2-TZVPD basis set

- Structure (SMILES): N#C/C(Cl)=C\CCCl

Element x y z (Å)
N -0.380 -1.099 2.936
C -0.779 -0.433 2.102
C -1.492 0.240 1.100
Cl -3.063 0.764 1.625
C -0.593 0.683 0.072
C 0.784 0.217 -0.156
C 0.987 -0.529 -1.391
Cl -0.065 0.189 -2.813
H -0.926 1.518 -0.800
H 1.496 1.065 -0.444
H 1.170 -0.504 0.749
H 2.115 -0.499 -1.722
H 0.745 -1.613 -1.258



Arrangement b

Molecular formula: C5H5Cl2N
Method: DFT, ωB97M-V with the def2-TZVPD basis set

- Structure (SMILES): ClCc1ccc(Cl)[nH]1

Element x y z (Å)
Cl -2.681 -1.407 -0.500
C -1.884 -0.100 0.458
C -0.458 0.086 0.099
C 0.219 1.211 -0.319
C 1.586 0.876 -0.476
C 1.703 -0.458 -0.155
Cl 3.060 -1.484 -0.158
N 0.469 -0.936 0.205
H -2.401 0.803 0.263
H -2.044 -0.401 1.510
H -0.225 2.192 -0.519
H 2.402 1.493 -0.810
H 0.252 -1.874 0.403



Arrangement c

Molecular formula: C5H5Cl2N
Method: DFT, ωB97M-V with the def2-TZVPD basis set

- Structure (SMILES): ClC1(Cl)C=NC=CC1

Element x y z (Å)
Cl -2.092 -1.405 -0.677
C -1.229 -0.038 -0.100
Cl -2.446 1.266 0.043
C -0.555 -0.262 1.320
N 0.638 -0.359 1.619
C 1.552 -0.270 0.568
C 1.243 -0.078 -0.691
C -0.090 0.474 -0.976
H -1.196 -0.404 2.174
H 2.628 -0.516 0.851
H 2.077 -0.158 -1.364
H -0.188 1.479 -0.795
H -0.341 0.271 -1.973



What is the stability order? It is arrangement b, arrangement c, arrangement a, from most stable to least stable.



Arrangement a

Molecular formula: CN4OS
Method: DFT, ωB97M-V with the def2-TZVPD basis set

- Net charge: -2

Element x y z (Å)
C -0.308 -0.068 0.071
N 0.572 0.664 1.262
N 0.436 0.100 -0.990
N 1.599 1.042 0.592
N 1.566 0.791 -0.650
O -2.224 -1.521 -0.823
S -1.641 -1.008 0.538



Arrangement b

Molecular formula: CN4OS
Method: DFT, ωB97M-V with the def2-TZVPD basis set

- Net charge: -2

Element x y z (Å)
C 0.010 0.211 0.237
N 1.322 0.079 -0.023
N 1.378 -0.040 -1.414
N -0.762 0.240 -0.892
N 0.228 0.091 -1.902
O -1.635 -0.842 3.234
S -1.233 0.471 2.514



What is the stability order? It is arrangement a, arrangement b, from most stable to least stable.



Arrangement a

Molecular formula: CN2O2S
Method: DFT, ωB97M-V with the def2-TZVPD basis set

- Structure (SMILES): S=c1onno1

Element x y z (Å)
S -1.388 -1.729 -0.833
C -0.415 -0.512 -0.275
O 0.877 -0.249 -0.633
N 1.212 0.892 0.135
N 0.347 1.246 0.864
O -0.634 0.352 0.741



Arrangement b

Molecular formula: CN2O2S
Method: DFT, ωB97M-V with the def2-TZVPD basis set

- Structure (SMILES): S=c1onno1

Element x y z (Å)
S 2.384 0.024 -0.078
C 0.696 0.053 0.136
O -0.209 1.126 0.074
N -1.532 0.532 -0.123
N -1.388 -0.717 -0.095
O 0.049 -1.019 0.086



What is the stability order? It is arrangement a, arrangement b, from most stable to least stable.